19
Properties=species:S:1:pos:R:3 method="wB97M-V/def2-TZVPD" total_charge=+1 e_tot_ev=-22116.6960 homo_ev="-13.33 / -12.53" multiplicity=1 de_lowest_kj_mol=275.3 lumo_ha="-0.191 / -0.212"
C -0.1331 0.2132 0.3131
C -0.4851 -1.1215 -0.4518
C -1.4871 1.9571 -0.8478
C 0.6664 0.5400 1.5799
C 0.5255 -2.2425 -0.2461
N -0.6303 3.1610 -3.9710
N -0.7225 1.3275 -0.1573
N -0.0872 3.1867 -4.9222
N -1.9530 2.8741 -1.5873
S -0.8767 -0.9833 -2.1817
H -1.4306 -1.3887 0.0005
H 0.9892 1.6464 1.3814
H 1.5557 -0.1889 1.6907
H -0.0280 0.4373 2.3755
H 1.5598 -1.9593 -0.4425
H 0.2674 -3.1310 -0.9174
H 0.5760 -2.5759 0.8741
H -1.6167 2.8887 -2.5656
H -2.7393 3.2836 -1.2079

17
Properties=species:S:1:pos:R:3 method="wB97M-V/def2-TZVPD" s2=2.008 total_charge=0 e_tot_ev=-97038.9589 homo_ev="-4.82 / -8.93" multiplicity=3 lumo_ha="0.028 / -0.094"
C -0.3380 1.1253 -1.2398
C -0.1283 -0.3235 -1.5236
C -0.1861 1.3602 0.2744
C -1.4604 -0.9918 0.9663
C -0.3653 -1.5637 1.8630
S -1.4227 -1.4298 -0.7938
S -1.7318 0.9612 1.0849
Br -3.1970 -1.8292 1.4324
H 0.3664 1.7462 -1.8167
H -1.3479 1.5710 -1.4162
H -0.1752 -0.5412 -2.5521
H 0.8588 -0.6045 -1.1296
H 0.6330 0.6613 0.5016
H -0.1608 2.3519 0.7022
H -0.2542 -2.5588 1.3675
H -0.8561 -1.7410 2.8224
H 0.4986 -0.8447 1.9253

89
Properties=species:S:1:pos:R:3 method="wB97M-V/def2-TZVPD" s2=2.003 total_charge=+1 e_tot_ev=-80603.4897 homo_ev="-8.73 / -10.43" multiplicity=3 de_lowest_kj_mol=0.0 lumo_ha="-0.074 / -0.075"
Ti 0.9465 -0.5822 0.3488
N -0.3268 -2.2502 1.4019
C -0.2608 -3.5240 0.6501
C -0.0435 -3.2548 -0.8287
N 1.1096 -2.3738 -1.1310
C 2.4223 -3.0549 -0.9805
C 2.9754 -3.0487 0.4389
N 2.8853 -1.6876 0.9812
C 0.9790 -1.9101 -2.5269
C 1.8120 -0.6674 -2.8064
N 1.5240 0.3638 -1.7889
H -0.0776 -2.4262 2.3687
H -1.2877 -1.9123 1.4123
H -1.1771 -4.1103 0.7519
H 0.5356 -4.1368 1.0608
H -0.9347 -2.7479 -1.2057
H 0.0335 -4.2123 -1.3602
H 3.1383 -2.5034 -1.5881
H 2.3701 -4.0792 -1.3692
H 4.0035 -3.4190 0.3952
H 2.4319 -3.7232 1.0955
H 3.5831 -1.0940 0.5221
H 3.0807 -1.6770 1.9747
H -0.0705 -1.6628 -2.6929
H 1.2328 -2.7127 -3.2322
H 1.5524 -0.3081 -3.8034
H 2.8770 -0.8921 -2.8125
H 1.3225 1.2537 -2.2249
H 2.3655 0.5160 -1.2286
N -2.8351 -0.2040 -4.6012
C -3.7937 0.5303 -3.7711
C -3.0258 1.3442 -2.7422
N -2.1121 0.4186 -2.0287
H -3.2613 -1.0219 -5.0150
H -1.7310 -0.2079 -2.7421
H -2.4949 0.3702 -5.3627
H -4.4189 -0.1968 -3.2492
H -4.4582 1.1900 -4.3319
H -3.6863 1.8150 -2.0170
H -2.4267 2.1141 -3.2296
H -2.6093 -0.1167 -1.2443
H -1.3540 0.8756 -1.5072
N 5.7749 2.6827 2.2939
C 4.6189 2.7667 2.3195
N 3.2956 2.8588 2.3463
C 2.6857 1.9595 1.6719
N 2.1122 1.1583 1.0405
C 6.0000 -1.1375 -3.2077
N 6.4058 -0.1762 -2.2057
C 5.6157 0.1176 -1.1450
N 6.0955 1.0323 -0.2775
O 4.5123 -0.4374 -1.0017
H 6.8180 -1.2700 -3.9111
H 5.1230 -0.7955 -3.7603
H 5.7701 -2.1028 -2.7562
H 7.2860 0.2928 -2.3138
H 7.0471 1.3514 -0.3296
H 5.6488 1.2295 0.6052
C -4.4504 0.4174 3.1526
C -3.1373 -0.2949 3.4409
C -2.6525 0.0121 4.8476
C -3.2787 -1.7942 3.2262
O -2.0529 0.1970 2.5762
P -2.1641 0.5417 1.0367
O -2.9594 -0.5018 0.2968
O -0.7517 0.7368 0.5192
O -2.9471 1.9103 0.8840
C -2.4122 3.2509 1.1648
C -1.5647 3.6900 -0.0218
C -3.6466 4.1247 1.2981
C -1.5910 3.2652 2.4469
H -5.2000 0.0688 3.8629
H -4.8053 0.2083 2.1432
H -4.3397 1.4948 3.2696
H -3.3748 -0.3560 5.5764
H -2.5330 1.0868 4.9849
H -1.6907 -0.4676 5.0328
H -4.0576 -2.1807 3.8839
H -2.3453 -2.3030 3.4770
H -3.5558 -2.0138 2.1949
H -2.1588 3.6589 -0.9387
H -0.6851 3.0542 -0.1244
H -1.2342 4.7178 0.1285
H -4.2495 4.0704 0.3905
H -3.3515 5.1610 1.4619
H -4.2602 3.8000 2.1384
H -0.7090 2.6302 2.3599
H -2.1875 2.9272 3.2945
H -1.2583 4.2838 2.6470

9
Properties=species:S:1:pos:R:3 method="wB97M-V/def2-TZVPD" total_charge=0 e_tot_ev=-25855.2660 homo_ev="-7.72 / -7.72" multiplicity=1 de_lowest_kj_mol=118.6 lumo_ha="-0.009 / -0.009"
C 0.0794 0.5111 0.0548
C -0.6437 -0.8048 0.0758
O -0.7299 1.5549 0.1065
S 2.3758 -1.0756 -0.3158
S 1.7578 0.7452 -0.1927
H -0.2042 -1.5403 -0.7342
H -1.6002 -0.4390 -0.1313
H -0.7115 -1.3079 1.1426
H -0.3234 2.3564 -0.0057